1.
C43H76ClO10P | wB97M-V/def2-TZVPD

```
131
Properties=species:S:1:pos:R:3:forces:R:3
Cl -3.3423 -0.0159 -0.7537 0.92 0.39 0.10
P 0.9543 -3.0838 4.3806 -0.88 -1.63 -0.41
O -1.9487 -5.5633 -0.7002 -0.42 0.28 -1.29
O 1.0491 3.2578 -7.2111 -0.07 -0.29 0.09
O 2.5678 4.6173 -2.8924 0.13 -0.07 0.10
O 2.4028 1.9149 -9.9411 0.25 0.10 0.04
O 3.2236 3.3307 -0.1612 -0.10 0.21 -0.04
O -1.6983 3.2798 3.8824 0.82 -1.01 -0.59
O 3.4424 1.3117 -7.0945 -0.14 0.09 -0.13
O -0.2360 2.5901 1.3828 -0.77 -0.37 0.33
O 1.4916 -0.0644 5.0768 -0.59 -0.08 -0.23
O 5.5355 4.7897 -2.0670 -0.07 -0.16 -0.23
C 0.2080 -2.0260 3.0364 -0.38 2.58 -1.79
C 2.5476 3.3841 1.0795 0.33 0.08 -0.07
C -2.5229 -4.4458 2.8544 0.11 -0.93 0.26
C -0.8525 -1.8868 0.6627 0.58 -0.23 1.43
C -5.5275 0.8531 5.9946 0.34 0.99 -0.29
C -0.8702 2.1842 3.6950 -0.10 -0.62 -0.02
C 3.4100 2.7365 -7.1552 0.05 -0.09 0.27
C 0.0780 -0.5620 3.1237 -0.47 -1.00 -1.43
C 2.4833 0.6274 -7.8972 0.27 -0.14 0.02
C -2.8001 -3.1696 -0.5968 -0.14 0.13 -0.57
C 2.2279 3.3420 -6.4192 -0.12 0.24 -0.53
C -3.0363 -4.6844 -0.9894 -1.18 0.65 0.08
C -0.3620 1.4702 4.7349 -0.30 -0.11 -0.98
C 2.3841 2.8448 -1.1979 0.54 0.00 0.13
C -2.6358 -3.3718 3.9967 -1.13 0.53 -0.32
C -0.5097 1.7619 2.2220 -0.15 -1.01 0.87
C -4.4511 1.9160 5.4796 -0.71 0.00 0.06
C 2.9098 3.2740 -2.5570 -0.27 0.04 -0.01
C 0.5293 0.2243 4.4112 -1.09 1.07 -0.86
C -1.0863 -5.0677 2.6494 -0.55 -0.40 0.09
C -4.1078 -3.2748 4.6074 0.09 0.75 -0.27
C -1.0387 1.9641 -2.4098 -0.17 -1.10 -0.84
C -0.1241 3.3336 -6.4286 0.15 0.10 -0.21
C 2.8025 0.6705 -9.3824 -0.49 0.26 0.00
C -0.9798 -0.4039 0.7602 0.72 -1.36 1.41
C -1.2935 -2.6939 -0.6243 0.14 1.72 0.10
C -6.2277 0.0585 4.8042 -0.97 -0.18 1.25
C 3.2747 5.6379 -2.1911 -0.06 0.10 -0.26
C -0.1154 -4.2462 1.7062 0.39 -0.02 0.54
C -0.2825 -2.6870 1.7772 0.28 1.63 0.48
C -0.7098 0.5700 -1.6752 -0.60 1.54 -0.35
C 0.0802 -3.9506 6.9649 0.45 0.16 -1.18
C 3.6447 -2.2715 5.2321 1.04 0.04 -0.76
C -6.0763 -1.5205 4.9289 0.17 0.80 -0.76
C 0.3477 -2.6319 6.0920 0.34 0.54 1.02
C -4.9643 -2.1078 3.9519 -0.91 -0.90 -0.02
C -0.4858 0.2216 1.9947 -0.05 -0.95 0.30
C 6.7195 4.5729 -2.8053 -0.12 0.04 0.23
C 2.8244 -3.2060 4.2651 0.62 0.45 0.60
C 3.0838 2.2025 -11.1446 -0.19 0.00 0.15
C -1.6059 0.4789 -0.3853 1.10 0.01 0.79
C -1.1923 -5.9027 -1.8779 0.89 0.12 0.10
C 4.7142 5.7933 -2.6498 0.12 -0.15 0.52
H 0.9363 -4.4864 2.0453 -1.03 0.32 -0.37
H -1.1805 -1.9557 -1.4702 -0.14 -0.96 0.78
H -3.3073 -2.8859 0.3692 0.73 -0.46 -0.91
H -1.5787 1.7205 -3.3723 0.51 0.39 0.97
H 2.2442 -0.1206 -9.8999 0.14 -0.18 0.05
H -3.2079 -5.3078 3.1200 0.67 0.86 -0.24
H -4.6509 -4.2423 4.4459 0.47 0.75 0.34
H 2.4191 4.4050 -6.2261 0.15 -0.04 0.23
H 4.7059 -2.6577 5.3048 -1.08 0.26 -0.02
H -0.9230 -0.2167 -2.4421 0.39 0.38 1.06
H 1.0955 -1.9869 6.6326 -0.80 -0.48 -0.57
H -0.0903 2.4759 -2.7050 -0.91 -0.15 0.43
H -2.8897 -4.0588 1.8708 0.21 -0.16 0.95
H 3.2415 -2.2422 6.2728 0.17 0.03 -0.94
H -1.3511 -5.1883 -2.7278 -0.01 -0.50 0.79
H -1.0224 -4.0883 7.0884 0.99 0.03 0.22
H 3.1110 -3.0796 3.1814 -0.31 0.07 1.09
H 3.8764 0.5108 -9.5306 0.02 -0.03 0.04
H -0.1718 4.2882 -5.8940 -0.06 -0.05 0.13
H -5.0326 0.1793 6.7391 -0.49 0.32 -0.77
H 3.2398 3.7691 1.8292 0.08 -0.06 -0.11
H 7.3225 5.4863 -2.8466 0.06 -0.01 -0.12
H 6.4847 4.2328 -3.8189 0.06 0.07 -0.11
H -0.6370 1.7772 5.7692 0.65 -0.42 -0.80
H 2.8730 1.4390 -11.9015 0.12 0.01 -0.06
H -2.4603 -2.3674 3.5107 0.25 -0.92 0.84
H 4.7588 5.7359 -3.7434 -0.05 0.02 -0.03
H 0.4673 -4.8314 6.3775 -0.43 0.71 0.70
H -0.2067 -4.6666 0.6771 -0.12 0.67 0.85
H -3.9636 -5.0252 -0.4417 1.06 0.10 -0.39
H -1.4055 -6.9394 -2.2495 0.06 0.83 0.48
H -4.3326 -1.2982 3.4953 -0.40 -0.67 0.71
H 3.4720 3.0891 -8.1858 -0.24 0.03 -0.01
H 3.0837 -4.2765 4.5165 -0.53 1.05 -0.24
H -1.2019 -6.0984 2.1987 0.06 1.13 0.25
H 0.3765 0.5947 -1.3773 -1.19 -0.36 -0.17
H -3.3391 -2.5621 -1.3801 0.47 -0.72 0.88
H -7.0818 -1.9556 4.6627 1.12 0.16 0.44
H 7.2926 3.7929 -2.3053 -0.06 0.05 0.06
H -0.1664 2.5031 -5.7165 -0.02 0.03 0.15
H -0.9821 3.2583 -7.0960 0.08 0.03 -0.04
H -3.4730 1.8202 6.0133 -0.71 -0.03 -0.74
H -0.6060 -2.0386 6.0308 0.98 -0.46 -0.18
H 2.0848 2.8230 -5.4659 0.04 0.00 0.01
H -0.1076 -5.8213 -1.5820 -0.95 -0.30 -0.40
H 1.4716 0.9779 -7.6876 0.00 0.15 -0.21
H 4.1630 2.2697 -10.9681 0.05 -0.09 -0.10
H -1.7377 2.6090 -1.8242 0.88 -0.36 -0.34
H -2.1722 3.4773 3.0537 0.44 -0.04 0.33
H 2.2168 2.3856 1.3800 -0.07 0.04 0.05
H -5.5421 -2.5726 3.0976 0.74 0.62 0.60
H 2.3827 1.7477 -1.1360 -0.18 -0.06 -0.12
H 4.3222 3.0658 -6.6499 -0.05 -0.08 0.06
H 2.7470 6.5661 -2.4268 0.01 -0.06 -0.09
H 0.6437 -3.9091 7.9288 -0.77 0.00 -0.67
H 3.2040 5.4968 -1.1117 0.22 -0.11 0.00
H 5.1006 6.7673 -2.3228 -0.11 0.14 -0.17
H 2.5329 -0.4162 -7.5747 0.10 0.04 -0.01
H 1.3611 3.2156 -1.0673 -0.02 -0.02 -0.01
H -0.6583 -5.2472 3.6743 -0.15 0.43 -1.11
H 2.7349 3.1686 -11.5093 -0.06 -0.07 0.06
H -5.9400 0.4590 3.7992 -0.02 -0.47 0.84
H -1.7048 1.5303 0.0001 0.10 -1.28 -0.35
H 2.4209 2.6562 -3.3155 -0.06 0.05 0.04
H 3.7448 -1.2326 4.8133 -0.41 -0.99 0.61
H -5.8452 -1.7375 6.0053 -0.24 -0.04 -0.99
H 1.6920 4.0623 1.0196 -0.09 -0.13 0.05
H -3.3263 -4.7066 -2.0821 0.55 -0.20 1.02
H -4.8042 2.9708 5.6495 0.29 -1.00 -0.14
H -6.2950 1.4461 6.5716 0.64 -0.83 -0.57
H -4.0853 -3.0563 5.7153 0.22 -0.40 -1.07
H 3.9832 3.1043 -2.6531 0.03 0.01 0.23
H -7.3332 0.2661 4.9153 1.08 -0.12 -0.29
H -1.9263 -3.5340 4.8511 -0.40 -0.03 -1.09
H -0.5473 -3.4983 -0.8260 -0.85 0.55 0.31
H -4.3726 1.7882 4.3687 0.47 0.15 1.01
```
Forces are in eV/Å.

The lowest unoccupied orbital energy is -0.76 eV. The charge is 0. Its largest force on an atom is 0.062 Eh/bohr. Its energy is -3237.65906 Eh. The value obtained for the highest occupied orbital energy is -7.311 eV. The structure (SMILES) is CCCCCCCCCCc1c(CCCOC)c([C@H](Cl)CC)c2c(c1P(CC)CC)C(=O)C=C(O)C2=O.COCCOCCOC.COCCOCCOC. For the orbital gap, the calculation gives 6.549 eV.

---

2.
C43H77F5N4O17PS3Si | wB97M-V/def2-TZVPD

```
151
Properties=species:S:1:pos:R:3:forces:R:3
S 2.4757 0.5232 -1.4010 0.16 -0.15 0.72
S 2.9753 3.3833 -0.8725 -0.07 0.26 -0.07
S -5.5547 -3.7188 -0.8835 0.17 0.41 -0.13
P -4.1873 -2.7456 -1.8906 -0.98 -1.68 0.29
Si -6.4359 1.4181 -2.5551 0.07 0.59 -1.59
F -3.6747 5.9412 1.5036 -0.59 0.74 0.05
F -3.6047 4.3737 3.3747 -0.03 0.53 0.52
F -3.2559 4.5505 -0.0427 -0.03 -0.68 -1.07
F -4.5590 3.1908 1.8759 -0.64 -0.29 -0.73
F -1.7165 5.1660 1.3127 1.30 -0.05 0.04
O -2.7422 0.4247 6.6775 0.13 0.10 -0.41
O -8.3665 10.4155 2.9032 0.04 -0.03 -0.03
O 0.7782 -6.9100 -1.6403 0.00 0.02 -0.08
O 8.0149 -3.3686 0.2915 0.01 0.05 0.52
O -0.4588 -8.7857 -1.8574 -0.03 0.24 0.13
O -3.0060 0.3895 4.4497 0.04 0.04 -0.06
O 10.4145 -2.3115 -2.6076 -0.04 0.00 -0.02
O 9.0270 -3.1800 -4.1583 0.04 0.21 0.10
O -6.2181 9.7394 3.0715 -0.27 -0.03 -0.28
O -0.2181 -4.1402 0.2725 0.23 0.03 -0.28
O 6.6526 -3.0874 2.0755 -0.10 0.06 -0.09
O 9.6866 -1.0518 -4.3326 0.03 -0.34 0.11
O -6.0051 -0.0561 -1.8536 0.15 0.10 0.43
O -1.4366 -6.8725 -1.2472 0.00 -0.09 -0.20
O -7.1677 9.9323 1.0520 0.09 0.05 0.22
O 8.8289 -3.5848 2.3658 -0.31 -0.01 -0.16
O -1.8197 2.0499 5.4374 -0.36 -0.64 0.52
N -4.2838 -0.8302 0.6479 -0.41 0.36 -0.54
N -2.5586 0.2364 -0.5094 -0.43 0.57 -0.39
N 4.8897 1.5662 -0.6878 -0.48 -1.43 -1.06
N -2.9602 -1.9935 -0.9543 -0.31 0.04 -0.08
C -1.4756 0.2141 -1.5038 0.49 0.62 -0.16
C -2.9805 4.8518 1.2071 -1.15 0.31 0.79
C -3.8689 9.4592 2.4905 0.05 -0.21 0.42
C -2.2543 -2.9771 -0.0800 0.58 -0.30 0.05
C -3.6475 -7.6382 -0.5500 -0.12 0.47 -0.07
C -2.3104 2.6878 2.4847 -0.14 -1.13 -0.14
C -5.5348 2.9186 -1.8505 0.14 -0.93 -0.18
C -5.7660 9.7581 0.8314 -0.11 -0.08 -0.24
C 7.7274 -3.3228 1.6244 0.08 -0.14 -0.07
C 9.8593 -4.0453 1.4774 0.60 0.15 0.02
C -2.5007 -7.7992 -1.5263 -0.51 -0.13 0.41
C 9.0211 -1.3727 -5.5657 -0.41 0.36 -0.27
C -6.4651 -0.2876 -0.5291 -0.56 0.55 0.32
C 0.8389 1.0836 -0.8230 0.19 0.27 -0.36
C -3.3806 3.7341 2.2068 1.39 -0.05 0.84
C -0.1129 -0.1327 -0.8618 0.19 0.63 -0.35
C -1.7823 -9.1229 -1.4261 0.01 -0.21 -0.17
C -2.5434 1.3375 1.7613 -0.43 0.95 -0.57
C -3.3102 -0.8002 -0.2718 0.58 -0.81 -0.39
C 5.6664 1.6181 -3.1028 0.64 0.18 0.32
C 6.5352 -0.1874 -0.0146 0.34 -0.13 0.18
C -1.7345 2.4664 6.8146 0.31 0.33 -0.07
C -5.8684 1.2891 -4.3547 -0.46 -0.81 0.62
C 5.1353 0.1255 -0.5343 1.19 -1.08 0.27
C 8.1982 -0.2071 -6.0723 0.30 0.32 -0.05
C -0.9958 -3.5384 -0.7368 0.03 -0.33 0.04
C -2.5040 1.3118 8.9382 -0.08 -0.41 0.13
C -5.4506 0.0502 0.5620 -1.06 0.27 0.57
C -1.8886 1.1681 7.5629 -0.08 0.23 0.65
C -2.5660 0.9011 5.4314 0.07 -0.06 0.33
C -2.6839 1.5016 0.2296 1.04 0.46 1.17
C 11.2336 -3.6335 1.9600 0.04 -0.19 0.41
C -8.2814 1.7698 -2.5953 0.32 0.10 0.98
C 9.4469 -3.4108 0.1755 0.01 -0.14 -0.34
C 5.7998 2.1807 -1.6738 -0.08 0.83 -0.48
C -5.3080 9.1491 2.1334 0.63 0.13 0.03
C 9.7729 -2.1918 -3.6014 0.08 0.04 -0.02
C 8.2084 -2.5801 -5.1675 -0.03 -0.25 -0.12
C 1.1775 -3.8363 0.1250 0.27 -0.43 0.32
C -0.2679 -7.4706 -1.5888 0.18 -0.02 0.00
C -7.3547 10.0659 2.3952 -0.08 0.00 0.08
C 3.5709 1.8639 -0.9536 -0.71 0.58 0.49
C 2.0927 -4.8951 0.7387 -0.41 0.41 -0.05
H -3.4536 0.9440 2.1840 0.08 -0.50 0.14
H -4.4739 2.7658 -2.0740 0.07 0.07 0.21
H 6.6970 -1.2774 0.0869 -0.33 0.57 -0.11
H -5.3167 10.7341 0.6299 0.07 -0.01 0.12
H -6.5692 0.6126 -4.8555 0.02 0.02 -0.04
H -0.4318 -2.7840 -1.2863 -0.10 0.20 0.17
H -4.3388 -6.8675 -0.8952 0.00 -0.02 0.04
H -2.2578 0.4493 9.5567 -0.02 0.03 0.01
H 9.7858 -1.6406 -6.2989 0.02 -0.10 0.07
H -3.7861 10.4358 2.9670 -0.08 0.08 -0.18
H -5.2321 1.1113 0.5002 0.65 -0.03 -0.07
H -2.8469 -7.6152 -2.5470 0.12 -0.07 -0.04
H -5.6767 3.0854 -0.7840 -0.01 0.29 -0.01
H -3.4910 8.7247 3.2024 0.03 0.04 -0.01
H -5.5899 9.1033 -0.0199 -0.18 0.01 -0.02
H 3.0842 -4.7391 0.3136 0.13 0.07 0.28
H 7.3726 -0.5481 -6.6981 0.02 -0.07 0.03
H 4.4533 -0.3300 0.1773 -0.29 0.37 0.04
H -5.8299 3.7781 -2.4533 -0.20 0.12 0.24
H -0.2671 -0.4919 0.1533 0.11 -0.34 -0.04
H -5.4738 8.0681 2.1398 -0.09 0.02 -0.07
H -4.7032 -1.8724 -2.8646 0.53 0.31 0.32
H -1.2794 -4.3066 -1.4673 -0.01 0.03 -0.03
H -2.2147 -9.8832 -2.0728 0.18 0.00 -0.08
H 6.3384 0.7693 -3.2343 -0.28 -0.24 -0.08
H 6.8309 2.1162 -1.3457 0.00 -0.14 0.24
H 11.9377 -3.5608 1.1306 -0.07 0.00 -0.05
H -2.1318 2.2015 9.4468 0.03 0.02 -0.07
H 1.4442 -3.7391 -0.9299 -0.23 0.10 -0.07
H -7.3322 0.3666 -0.3414 0.12 -0.01 0.19
H 5.0143 -0.4462 -1.4647 -0.17 0.31 -0.15
H -8.9262 0.8942 -2.5289 -0.01 0.00 -0.20
H 1.3486 -2.8917 0.6540 0.17 0.16 -0.30
H -4.2114 -8.5655 -0.4457 0.06 -0.03 -0.03
H 2.1091 -4.7564 1.8174 0.21 -0.23 0.06
H -3.5491 2.0913 -0.0495 -0.33 -0.34 -0.19
H -1.8334 2.1263 -0.0485 0.05 -0.21 -0.37
H 1.8109 -5.9138 0.4888 -0.26 0.04 -0.07
H -1.2973 3.0526 2.3223 -0.13 0.29 -0.17
H -1.7168 -0.3720 -2.3819 -0.16 -0.41 0.26
H -1.7314 -9.5090 -0.4051 -0.06 0.11 0.04
H -3.5911 1.3603 8.8777 0.03 0.18 -0.11
H -8.5104 2.4124 -1.7372 -0.16 -0.11 0.02
H 6.6823 0.2573 0.9711 0.00 0.02 0.00
H 4.6423 1.3673 -3.3756 0.00 -0.08 0.05
H 5.5635 3.2403 -1.7169 -0.08 0.01 0.24
H -1.3869 1.2381 -1.8617 -0.26 0.02 -0.09
H -3.2857 -7.3251 0.4297 0.11 -0.19 0.01
H -4.8895 0.8118 -4.4348 0.14 0.35 -0.15
H 9.7906 -5.1349 1.4212 -0.11 0.02 -0.05
H 0.5337 1.8771 -1.5055 -0.15 -0.02 0.07
H -4.5015 -1.7664 0.9717 -0.22 -0.04 -0.35
H 0.4021 -0.8828 -1.4567 -0.30 -0.38 0.11
H -5.9970 -0.0419 1.5036 0.14 -0.13 0.08
H 11.6255 -4.3669 2.6649 0.01 0.04 -0.01
H -3.4763 -3.7234 -2.6198 0.37 0.64 0.03
H 11.1944 -2.6784 2.4836 -0.07 0.09 -0.19
H -0.7762 2.9424 7.0090 0.02 0.00 -0.21
H 0.9219 1.5307 0.1671 0.18 -0.05 0.00
H -2.0212 -2.4838 0.8644 0.23 0.03 -0.04
H -2.5357 3.1817 7.0124 -0.07 -0.11 0.05
H 6.0174 2.3879 -3.7919 -0.06 -0.01 -0.04
H 7.2404 -2.3235 -4.7285 0.04 0.13 -0.01
H -3.2234 9.4310 1.6117 -0.08 0.00 -0.04
H -2.8759 -3.8418 0.1699 -0.36 0.27 0.03
H 7.8029 0.3824 -5.2449 -0.10 -0.17 0.06
H -1.6886 0.6944 1.9626 -0.17 -0.19 0.18
H 9.7436 -4.0032 -0.6855 -0.18 0.08 -0.08
H -2.3864 2.4652 3.5596 0.02 0.29 -0.73
H -6.8526 -1.2924 -0.3827 0.28 -0.25 -0.43
H 8.0525 -3.2697 -5.9943 0.09 -0.12 0.12
H -0.9348 0.6393 7.6298 0.01 0.02 -0.13
H 8.8146 0.4617 -6.6729 -0.04 0.01 0.01
H 7.3258 0.1917 -0.6640 -0.03 -0.04 -0.06
H -8.5285 2.3734 -3.4676 0.05 -0.19 -0.19
H 9.8178 -2.3921 0.0485 0.06 -0.03 0.09
H -5.9343 2.2400 -4.8806 0.29 0.06 0.06
```
Forces are in eV/Å.

The lowest unoccupied orbital energy is -2.62 eV. The charge is +1. Its largest force on an atom is 0.038 Eh/bohr. Its energy is -5507.42763 Eh. The value obtained for the highest occupied orbital energy is -10.242 eV. For the orbital gap, the calculation gives 7.625 eV.